A.
Below is the molecule C7H8, with properties calculated with wB97M-V/def2-TZVPD.

As for the charge: 0. As for the HOMO energy (spin up / spin down): -7.66 / -7.66 eV.

Element x y z (Å)
C  -2.4435  0.3723  1.3840
C  0.1898  1.0747  -0.9931
C  1.2572  0.9018  0.0001
C  -0.0426  -1.4864  -0.4443
C  -0.2761  -0.0425  -0.0697
C  2.5701  0.6693  0.1205
C  -1.4433  0.2037  0.7329
H  2.8497  -0.0137  0.9374
H  -3.3518  0.5246  1.9224
H  0.6616  0.6009  0.9798
H  0.8495  -1.5868  -1.0683
H  0.4356  0.7633  -2.0096
H  -0.4207  1.9787  -0.9597
H  0.0858  -2.0979  0.4538
H  -0.9213  -1.8620  -0.9860

B.
Below is the molecule C7H8, with properties calculated with wB97M-V/def2-TZVPD.

As for the charge: 0. Its SMILES is C=C1C=CCC=C1. As for the HOMO energy: -8.31 eV.

Element x y z (Å)
C  0.2472  -1.2021  0.0096
C  2.4693  -0.0948  -0.0879
C  -1.8772  -0.0213  -0.0168
C  -0.9303  1.2569  -0.1340
C  1.1372  0.0252  0.0923
C  0.3942  1.2871  0.0783
C  -1.0366  -1.2084  -0.0866
H  -1.4373  2.2593  -0.0975
H  -2.4939  -0.0323  0.9190
H  0.8645  2.2228  0.2583
H  -1.5052  -2.2317  0.1278
H  2.9224  -1.1373  -0.0160
H  0.8812  -2.1036  -0.0200
H  2.9715  0.8709  -0.2728
H  -2.6069  0.1093  -0.7538

Which of them is most stable, and which least? Most stable: B; least stable: A.

A.
Below is C7H8 as an isolated structure, with properties calculated with wB97M-V/def2-TZVPD.

As for the charge: 0. As for the HOMO energy: -8.82 eV.

Element x y z (Å)
C  1.3710  1.1651  -0.2705
C  0.4881  -2.1019  0.0999
C  -0.3221  -0.8229  -0.0850
C  -1.2213  1.1466  0.0210
C  -1.7149  -0.4347  0.1035
C  0.0967  0.4352  -0.1705
C  -2.8234  0.1598  0.2264
H  0.8418  -2.3862  -0.8518
H  1.3412  2.0309  -1.0331
H  1.5135  1.6052  0.6487
H  -1.4393  1.9244  -0.7010
H  1.2069  -1.8749  0.8719
H  -1.3277  1.4934  1.0318
H  2.1997  0.3973  -0.4673
H  -0.2102  -2.7374  0.5760

B.
Below is the molecule C7H8, with properties calculated with wB97M-V/def2-TZVPD.

As for the charge: 0. Its SMILES is C#CC(C)(C)C#C. As for the HOMO energy: -9.99 eV.

Element x y z (Å)
C  -0.9386  -0.6609  -1.1268
C  1.1232  -0.8636  0.2775
C  -0.0256  -0.0020  -0.0717
C  0.4252  1.3005  -0.6079
C  0.7405  2.3523  -1.0994
C  1.9332  -1.5638  0.8292
C  -0.7384  0.1684  1.2919
H  -0.0368  0.6145  2.0021
H  -1.0090  -0.8263  1.6609
H  -1.7977  -0.0128  -1.3288
H  -1.2999  -1.6315  -0.7738
H  2.6326  -2.1716  1.3566
H  -1.6345  0.7902  1.2320
H  1.0354  3.2849  -1.5309
H  -0.3957  -0.8051  -2.0657

Which of them is most stable, and which least? Most stable: B; least stable: A.

A.
Below is the molecule C7H8, with properties calculated with wB97M-V/def2-TZVPD.

As for the charge: 0. Its SMILES is C[C@@]12[C@@H]3[C@H]4[C@@H]3[C@@H]1[C@H]42. As for the HOMO energy: -8.09 eV.

Element x y z (Å)
C  -0.7855  0.8473  -0.3828
C  -0.8005  -1.4070  1.1853
C  0.1848  0.8281  -1.5006
C  -0.2029  -0.4056  0.2695
C  1.1561  0.2344  0.3664
C  0.5664  1.5491  -0.2245
C  0.7546  -0.4964  -0.9026
H  -0.0441  -2.1546  1.4365
H  0.3098  2.4739  0.2296
H  -1.6586  -1.9042  0.7278
H  1.1292  -1.3902  -1.3838
H  0.0810  1.2258  -2.5013
H  -1.1308  -0.9368  2.1224
H  -1.7356  1.3621  -0.3404
H  1.9753  -0.0080  1.0420

B.
Below is the molecule C7H8, with properties calculated with wB97M-V/def2-TZVPD.

As for the charge: 0. As for the HOMO energy: -9.46 eV.

Element x y z (Å)
C  -0.4856  0.3910  -0.5989
C  0.7379  -1.8241  0.0323
C  2.8396  0.6517  0.0273
C  0.7171  -0.5649  -0.3130
C  1.5959  0.5732  0.0805
C  0.3319  1.4774  0.1233
C  -1.6788  -0.0718  0.1986
H  0.0333  -2.4281  -0.4792
H  -0.0884  1.6534  1.2029
H  1.6986  -2.3495  0.2435
H  -1.2180  -0.0265  1.1595
H  -2.5729  0.5071  0.0888
H  -0.5941  0.6508  -1.6272
H  -1.9085  -1.0441  0.1953
H  0.5920  2.4044  -0.3337

C.
Below is the molecule C7H8, with properties calculated with wB97M-V/def2-TZVPD.

As for the charge: 0. Its SMILES is C[C@@]12[C@@H]3[C@H]4[C@@H]3[C@@H]1[C@H]42. As for the HOMO energy: -8.63 eV.

Element x y z (Å)
C  -0.4049  -0.7284  0.8096
C  -0.2694  0.0358  -0.4849
C  0.9229  -0.6983  0.0778
C  1.3394  0.5393  0.8931
C  -0.9552  -0.4090  -1.7482
C  0.1627  1.3171  0.3471
C  0.0183  0.5118  1.6193
H  2.3095  0.8883  1.2264
H  -1.1038  -1.5287  1.0259
H  1.5056  -1.4644  -0.4211
H  -0.2340  0.8371  2.6217
H  0.0979  2.3986  0.2614
H  -0.4681  -0.0670  -2.6677
H  -2.0194  -0.1532  -1.7935
H  -0.8979  -1.5091  -1.7542

D.
Below is C7H8 as an isolated structure, with properties calculated with wB97M-V/def2-TZVPD.

As for the charge: 0. As for the HOMO energy: -8.63 eV.

Element x y z (Å)
C  0.5074  -0.6722  0.6504
C  1.8745  -0.5487  1.1663
C  -0.9255  1.1476  -0.1601
C  0.1397  0.6731  0.9343
C  1.8079  0.7680  0.7646
C  -0.8034  -0.0165  -1.2514
C  -0.2304  -1.2208  -0.5325
H  -1.8310  1.1139  0.4867
H  0.4904  -1.7517  -1.2382
H  2.5270  -1.3385  1.3884
H  -0.0306  0.3558  -1.7971
H  -0.9323  -1.8129  -0.1534
H  -0.0701  1.1100  1.9038
H  -0.7640  2.2074  -0.3554
H  -1.7596  -0.0143  -1.8066

Which of them is most stable, and which least? Most stable: C; least stable: B.

A.
Below is an isolated ion of composition C3H9N2O and charge +1, with properties calculated with wB97M-V/def2-TZVPD.

As for the charge: +1. Its SMILES is N[C@@H]1C[NH2+]CO1. As for the HOMO energy: -14.76 eV.

Element x y z (Å)
O  1.3358  -0.2544  0.5367
N  1.2113  1.1286  -1.3892
N  -1.0013  -0.1273  0.8634
C  0.3752  -0.8136  1.2701
C  -0.7655  0.1909  -0.4976
C  0.7201  -0.0064  -0.7632
H  -1.4175  -0.4239  -1.2546
H  -1.2992  0.7890  1.4182
H  0.4218  -0.5706  2.3244
H  0.8376  1.9759  -0.8898
H  -1.7191  -0.7654  1.2871
H  -1.1243  1.1656  -0.6969
H  0.1815  -1.9646  1.1312
H  1.0964  -0.8511  -1.2585
H  2.1846  1.0709  -1.2569

B.
Below is a 2-piece molecular cluster, C3H9N2O overall, with properties calculated with wB97M-V/def2-TZVPD.

As for the charge: +1. As for the HOMO energy: -12.85 eV.

Element x y z (Å)
O  0.5913  -0.6064  -0.4066
N  -0.6036  -0.1821  -0.5978
N  3.3575  -0.4256  0.0824
C  -1.4680  -0.3583  0.3292
C  2.4781  0.4738  0.4203
C  -2.8695  0.0588  0.2491
H  3.6114  -1.2793  0.6060
H  -0.9673  -0.7879  1.2499
H  -3.4913  -0.8177  0.2582
H  -2.9013  0.8620  -0.5059
H  3.8817  -0.4034  -0.7520
H  -3.1326  0.6893  1.1031
H  2.2752  1.2980  -0.1980
H  1.8547  0.3578  1.3745
H  -0.7624  0.0924  -1.4922

C.
Below is an isolated ion of composition C3H9N2O and charge +1, with properties calculated with wB97M-V/def2-TZVPD.

As for the charge: +1. Its SMILES is C[C@H]([NH3+])C(N)=O. As for the HOMO energy: -14.80 eV.

Element x y z (Å)
O  0.4455  0.8037  1.8263
N  -0.8228  1.9261  0.3066
N  0.9968  -1.2390  0.5477
C  0.4620  -0.1450  -0.3338
C  -0.7789  -0.5915  -1.1046
C  0.0065  0.9310  0.7056
H  -0.8502  0.0690  -1.9613
H  1.6562  -0.8433  1.2236
H  0.2296  -1.6435  1.0972
H  1.3944  -2.0464  0.0622
H  -0.6953  -1.6064  -1.5079
H  -0.6921  2.4325  -0.5552
H  1.2942  0.1553  -0.9625
H  -1.6698  -0.6482  -0.5046
H  -0.9759  2.4458  1.1607

D.
Below is an isolated ion of composition C3H9N2O and charge +1, with properties calculated with wB97M-V/def2-TZVPD.

As for the charge: +1. Its SMILES is CN/[N+](C)=C\O. As for the HOMO energy: -14.07 eV.

Element x y z (Å)
O  1.6854  -1.5639  0.7794
N  -0.2047  -0.3311  0.2919
N  0.3215  0.9856  0.4349
C  0.4670  -1.4520  0.3853
C  -1.5832  -0.4484  -0.1351
C  0.4173  1.9110  -0.6923
H  -2.2877  -0.3258  0.6863
H  -0.1017  -2.3545  0.2738
H  -0.4793  1.9318  -1.0964
H  0.7716  2.7870  -0.0832
H  1.2357  1.6238  -1.4523
H  -1.7679  0.2045  -1.0375
H  -1.6198  -1.4566  -0.4937
H  1.2793  0.9142  0.9569
H  1.8664  -2.4254  1.1821

Which of them is most stable, and which least? Most stable: C; least stable: B.

A.
Below is a 2-piece molecular cluster, C3H9N2O overall, with properties calculated with wB97M-V/def2-TZVPD.

As for the charge: +1. As for the HOMO energy: -14.04 eV.

Element x y z (Å)
O  -0.8461  1.2223  0.5528
N  -1.2117  -1.0393  0.9881
N  0.5646  0.7098  -1.7882
C  0.2727  -0.3065  -0.9110
C  1.7450  -0.5095  0.6860
C  -0.5279  -0.0612  0.1631
H  2.5385  -0.2833  -0.0142
H  0.1013  1.6055  -1.6532
H  1.4569  -1.4315  1.0500
H  0.3513  0.3811  -2.7166
H  1.6696  0.1036  1.6462
H  -1.1629  1.2116  1.5127
H  0.3056  -1.3423  -1.2009
H  -2.1676  -1.1075  1.1133
H  -0.7329  -1.3462  1.8126

B.
Below is an isolated ion of composition C3H9N2O and charge +1, with properties calculated with wB97M-V/def2-TZVPD.

As for the charge: +1. Its SMILES is NC(=O)CC[NH3+]. As for the HOMO energy: -14.84 eV.

Element x y z (Å)
O  -0.0250  -1.6151  -0.4748
N  1.7224  -1.4386  0.9458
N  -1.3853  0.4502  -1.1812
C  0.6044  -0.9705  0.3665
C  -0.2997  1.1930  -0.4213
C  0.0237  0.3656  0.8074
H  2.3654  -0.7996  1.3825
H  1.8029  -2.4181  1.1669
H  -1.4000  0.7434  -2.1541
H  0.5284  1.1398  -1.1297
H  -0.8184  0.2925  1.4823
H  -1.0637  -0.5566  -1.1193
H  0.8047  0.8756  1.3828
H  -2.3202  0.4976  -0.7823
H  -0.5397  2.2407  -0.2715

Which of them is most stable, and which least? Most stable: B; least stable: A.

A.
Below is an isolated ion of composition C3H9N2O and charge +1, with properties calculated with wB97M-V/def2-TZVPD.

As for the charge: +1. Its SMILES is NC(=O)CC[NH3+]. As for the HOMO energy: -14.55 eV.

Element x y z (Å)
O  0.7124  -0.2584  1.1755
N  1.9314  1.1742  -0.0543
N  -1.5001  -1.4242  0.2079
C  -1.5521  -0.0472  -0.4325
C  -0.1727  0.3274  -0.9623
C  0.8698  0.3941  0.1490
H  1.9886  1.9873  -0.6410
H  -0.8488  -2.0200  -0.3117
H  -1.8689  0.6345  0.3667
H  -0.9372  -1.2800  1.0744
H  2.7625  0.9530  0.4731
H  -2.2829  -0.0874  -1.2216
H  0.0897  -0.3416  -1.7838
H  -0.3018  1.3431  -1.3553
H  -2.3930  -1.8793  0.3734

B.
Below is an isolated ion of composition C3H9N2O and charge +1, with properties calculated with wB97M-V/def2-TZVPD.

As for the charge: +1. Its SMILES is C[NH2+][C@H](N)C=O. As for the HOMO energy: -14.97 eV.

Element x y z (Å)
O  0.2315  2.1770  -0.8190
N  1.8164  -0.7697  0.4996
N  -0.4519  -0.4885  0.1127
C  0.8587  -0.0962  -0.3632
C  0.7432  1.3858  -0.0735
C  -1.7957  -0.0615  -0.3501
H  -0.3343  -0.2102  1.0784
H  -1.7366  0.9527  -0.7763
H  2.0738  -0.1129  1.1666
H  1.9426  -1.7610  0.4296
H  -0.5092  -1.5069  0.2107
H  -2.6003  -0.0834  0.3935
H  0.8260  -0.5020  -1.3612
H  1.3325  1.6842  0.8953
H  -2.3966  -0.6076  -1.0432

C.
Below is C3H9N2O as an isolated structure, with properties calculated with wB97M-V/def2-TZVPD.

As for the charge: +1. As for the HOMO energy: -15.38 eV.

Element x y z (Å)
O  3.6774  -0.7546  0.3676
N  -0.6463  0.6677  -0.3646
N  1.8540  -0.0043  -0.7979
C  -2.8453  0.0301  0.2177
C  2.5149  -0.0647  0.2664
C  -1.5683  -0.2723  -0.3504
H  2.1024  0.3478  1.1861
H  -2.6268  0.6507  1.0959
H  4.0535  -0.7167  1.2381
H  2.0372  -0.7405  -1.4940
H  -0.9917  1.6279  -0.1546
H  -3.4873  -0.8188  0.4909
H  0.5916  0.4506  -0.5884
H  -3.3789  0.8115  -0.4025
H  -1.2865  -1.2145  -0.7102

Which of them is most stable, and which least? Most stable: A; least stable: B.